# C40H39N7O4

2 unconnected molecules or ions with the total composition C40H39N7O4 (wB97M-V/def2-TZVPD, the Open Molecules 2025 dataset).

Computed properties:
Relative energy (zero: lowest compared OMol25 entry of this formula, charge and spin)   33.78 kcal per mole
2S+1   1
LUMO energy   -0.8 eV
Gap between HOMO and LUMO   5.92 eV
Energy   -2231.65081 Ha

The geometry in XYZ format:
```
90
Properties=species:S:1:pos:R:3:forces:R:3:mulliken_charge:R:1
C -0.1826 4.9245 2.2459 -0.09 0.21 0.13 -1.604
C 0.2375 3.4896 2.1084 0.00 -0.26 -0.20 0.469
C -0.6977 2.4567 2.2324 0.31 -0.38 0.11 -0.667
C -0.3219 1.1258 1.9834 -0.22 0.47 0.04 0.753
C -1.2373 -0.0375 2.1867 -0.35 -0.29 -0.18 -1.918
C 0.9617 0.8807 1.5276 -0.10 0.71 0.13 0.079
N 1.2125 -0.4024 0.9553 0.53 -1.25 -0.47 1.643
C 0.7079 -0.8747 -0.2348 -0.02 -1.14 1.70 -0.031
C -0.5597 -0.4893 -0.9084 -2.83 3.11 -2.44 -0.944
C -0.9176 0.8941 -1.3544 2.43 -2.81 1.18 1.780
C -1.7752 0.9165 -2.5681 -0.53 -0.09 -0.74 -2.099
C 0.1025 1.9581 -1.3463 0.02 0.77 -0.58 0.501
C 1.4631 1.6888 -1.5747 -0.09 0.15 -0.01 0.105
C 2.3846 2.7093 -1.8088 -0.11 0.02 0.24 -0.618
C 1.9725 4.0407 -1.7616 0.12 0.03 0.00 -0.885
C 0.6270 4.3440 -1.5367 -0.13 -0.19 0.02 -0.751
C -0.3035 3.3196 -1.3736 0.35 -0.38 0.27 -0.254
O -1.3867 -1.4092 -1.1387 1.32 -0.40 0.70 -0.777
N 1.2561 -2.0903 -0.4062 0.68 1.11 0.99 1.752
C 1.0556 -3.0855 -1.4132 -0.02 -0.84 -0.77 -0.532
C 1.5665 -2.9328 -2.7137 -0.18 -0.20 0.44 1.146
C 2.2427 -1.6767 -3.1604 0.21 0.31 -0.36 -1.170
C 1.4590 -4.0094 -3.5966 -0.05 -0.02 0.24 -1.234
C 0.8783 -5.2199 -3.2106 -0.16 0.31 0.26 0.721
C 0.7927 -6.3684 -4.1742 -0.03 -0.18 -0.10 -1.492
C 0.3618 -5.3310 -1.9148 0.19 0.14 -0.16 -1.233
C 0.4466 -4.2775 -1.0044 0.07 0.29 -0.36 0.953
C -0.1219 -4.4168 0.3671 -0.29 -0.45 0.40 -1.141
N 2.1065 -2.4090 0.6461 -0.34 0.43 -0.20 -1.238
C 2.0317 -1.4038 1.4767 -0.84 0.31 -0.89 0.885
C 2.6026 -1.3587 2.8198 0.77 -0.44 1.03 -0.069
C 3.8560 -1.9818 3.0253 -0.40 0.49 0.16 -0.793
C 4.4501 -1.9474 4.2877 -0.32 0.07 0.13 -0.672
C 3.7739 -1.3609 5.3704 -0.12 0.06 -0.29 -0.414
C 2.5069 -0.7921 5.1848 0.23 -0.20 -0.23 -0.954
C 1.9165 -0.7955 3.9209 0.31 -0.09 -0.50 0.296
C 1.9612 1.8534 1.5543 -0.25 0.49 -0.37 0.847
C 3.3797 1.5133 1.2169 0.33 0.15 -0.12 -1.739
C 1.5682 3.1718 1.8239 0.06 -0.48 0.06 -0.997
H 0.5114 5.4869 2.8858 -0.20 -0.15 -0.13 0.396
H -0.2027 5.4301 1.2681 0.01 -0.23 0.21 0.270
H -1.1885 4.9755 2.6762 0.20 0.13 -0.06 0.382
H -1.7318 2.6680 2.5194 0.34 -0.05 0.01 0.402
H -0.7170 -0.9251 2.5718 -0.04 0.23 -0.12 0.257
H -2.0291 0.2234 2.8847 0.20 -0.08 -0.02 0.654
H -1.6952 -0.3331 1.2307 0.12 -0.06 0.37 0.019
H -1.1654 0.6423 -3.4517 -0.16 0.07 0.18 0.352
H -2.5903 0.1890 -2.4991 0.09 0.26 -0.12 0.420
H -2.1696 1.9231 -2.7505 -0.07 -0.32 -0.02 0.458
H 1.7723 0.6407 -1.6070 0.11 0.47 -0.22 0.268
H 3.4268 2.4621 -2.0288 -0.31 0.10 0.10 0.468
H 2.6987 4.8418 -1.9131 -0.23 -0.23 0.00 0.354
H 0.2938 5.3856 -1.5038 0.14 -0.34 -0.07 0.489
H -1.3640 3.5529 -1.2499 0.27 -0.02 -0.03 0.349
H 2.6935 -1.8488 -4.1463 -0.07 0.14 0.26 0.473
H 1.5409 -0.8379 -3.2691 0.11 -0.18 0.10 0.198
H 3.0463 -1.3729 -2.4770 -0.18 -0.02 -0.06 0.231
H 1.8662 -3.9030 -4.6067 -0.14 -0.03 0.33 0.371
H 0.4053 -7.2570 -3.6696 0.05 0.06 -0.13 0.365
H 0.1296 -6.1407 -5.0176 0.08 0.01 0.18 0.310
H 1.7749 -6.6115 -4.5944 -0.12 0.04 0.09 0.353
H -0.1076 -6.2649 -1.5887 0.16 0.32 -0.17 0.280
H -0.5028 -5.4391 0.4661 0.01 0.22 0.18 0.460
H 0.6394 -4.2559 1.1396 -0.23 -0.04 -0.15 0.240
H -0.9623 -3.7281 0.5392 0.28 -0.04 -0.14 0.179
H 4.3436 -2.4642 2.1774 -0.05 0.18 0.26 0.420
H 5.4432 -2.3753 4.4337 -0.34 0.05 -0.04 0.390
H 4.2268 -1.3488 6.3656 -0.10 0.00 -0.40 0.379
H 1.9701 -0.3374 6.0190 0.19 -0.19 -0.22 0.422
H 0.9251 -0.3621 3.7821 0.39 -0.11 0.10 0.469
H 3.9938 2.4211 1.2305 -0.10 -0.22 0.00 0.485
H 3.8046 0.7970 1.9326 -0.07 0.17 -0.14 0.266
H 3.4537 1.0831 0.2101 0.01 0.00 0.21 0.257
H 2.3123 3.9700 1.7613 -0.19 -0.26 0.07 0.379
C -5.9375 3.5106 -2.2335 0.16 -0.26 -0.28 -0.630
O -5.8217 2.0756 -2.4183 0.03 0.48 0.16 -0.379
C -5.0059 1.4371 -1.5825 -0.56 -2.05 0.16 0.397
N -5.3193 0.1520 -1.3503 -0.68 1.33 -1.38 -0.586
C -4.9217 -0.2584 -0.1518 -0.03 -0.63 2.59 0.292
N -5.6408 -1.0131 0.7479 0.96 1.82 -1.74 -0.616
O -5.2532 -0.5479 1.9777 1.76 0.64 -0.23 -0.221
N -4.1823 0.4520 1.8326 -0.62 -1.38 -1.35 0.826
O -3.8806 1.1011 2.8208 -0.07 -0.22 -0.41 -0.738
C -3.8470 0.4433 0.5058 -1.87 -0.30 2.10 0.222
C -3.1975 1.5100 -0.1729 -1.07 1.66 0.35 0.615
N -3.9668 2.1370 -1.0769 2.02 -0.59 0.85 -0.470
H -6.6463 3.8135 -3.0038 0.12 0.04 0.12 0.275
H -6.3477 3.7471 -1.2409 0.18 -0.19 -0.26 0.275
H -4.9707 4.0093 -2.3709 -0.28 -0.16 0.04 0.252
H -2.2846 1.9278 0.2628 -0.65 0.37 -0.40 0.318
```
Forces are in eV/Å.